Record 1
ORCA calculation (ωB97M-V/def2-TZVPD) on the molecule C4H8O2.

The largest force on an atom is 0.5 eV/Å. The total energy comes out at -8369.6189 eV. As for the HOMO-LUMO gap: 9.37 eV.

The geometry in XYZ format:
```
14
Properties=species:S:1:pos:R:3:forces:R:3
C -0.72298 1.79327 -0.09555 -0.206 -0.121 -0.107
O -0.65367 0.38670 -0.33888 0.327 0.264 0.224
C 0.52449 -0.26241 0.17391 0.139 -0.146 0.004
C 0.10569 -1.46117 1.03038 -0.109 0.161 -0.100
C 1.35197 -0.89992 -0.97189 -0.438 0.231 0.052
O 0.63423 -0.84749 -2.05170 0.186 0.219 0.160
H 0.18171 2.32823 -0.44260 -0.339 -0.280 0.189
H -0.88982 1.96298 0.98077 0.127 0.116 -0.354
H -1.59450 2.14959 -0.66396 0.324 -0.012 0.265
H 1.15595 0.44193 0.73993 -0.208 -0.162 -0.236
H -0.70799 -1.95955 0.48651 0.188 -0.042 0.260
H -0.24157 -1.18146 2.03529 0.115 -0.015 -0.379
H 0.95907 -2.13776 1.09584 -0.145 -0.070 0.188
H -0.18478 -0.30958 -1.85077 0.037 -0.144 -0.166
```
Positions in Å, forces in eV/Å.

These are the natural (NBO) partial charges, in e, on atoms 1 to 2: C -0.249; O -0.574

---

Record 2
ORCA calculation (ωB97M-V/def2-TZVPD) on a structure of composition C4H8O2.

The largest force on an atom is 1.8 eV/Å. The total energy comes out at -8369.4475 eV. As for the HOMO-LUMO gap: 9.49 eV.

The geometry in XYZ format:
```
14
Properties=species:S:1:pos:R:3:forces:R:3
O -0.01401 -0.79246 -2.14270 0.013 -0.162 0.052
C 0.03056 -0.19878 -0.94556 0.077 0.950 -0.146
C 1.02209 0.35479 -0.23456 -0.163 0.621 -0.493
C 0.09273 0.64307 0.92908 0.001 -0.213 -0.077
O -0.14479 1.99980 1.23035 0.108 0.233 0.307
C -1.05090 0.05116 0.06197 -0.178 0.149 -0.140
H -0.85256 -1.25881 -2.25795 0.102 0.166 0.067
H 0.42216 -2.22105 -0.01191 0.643 -0.212 0.496
H 2.06832 0.54482 -0.43727 -0.069 -0.050 0.113
H 0.85852 -1.58938 0.09562 -0.478 -1.769 0.150
H 0.26441 0.06943 1.85745 0.073 0.087 -0.321
H 0.64051 2.33119 1.68128 -0.143 0.095 -0.044
H -1.69787 0.84680 -0.30332 -0.267 0.015 0.237
H -1.63917 -0.78059 0.47753 0.281 0.089 -0.202
```
Positions in Å, forces in eV/Å.

These are the natural (NBO) partial charges, in e, on atoms 1 to 2: O -0.655; C 0.388

---

Question: The lowest largest force on an atom belongs to which entry?
Answer: number 1